# 1
36
Properties=species:S:1:pos:R:3:forces:R:3 method="wB97M-V/def2-TZVPD" total_charge=+2 e_tot_ha=-2068.04923 lumo_ha=-0.2988 orbital_gap_ha=0.3090
C -3.21491 0.94581 -3.70279 -2.272 -4.655 -2.519
C 1.58477 -2.49950 -0.69612 -0.397 0.035 0.095
P 1.37228 -0.71196 -1.05851 1.794 -0.661 -0.919
H 1.67496 -0.83110 1.87351 -0.181 0.259 0.337
H -3.99390 2.26867 -5.29786 0.180 -0.808 0.480
O -3.59063 -0.17016 -3.87484 1.762 4.415 1.335
H -1.94505 1.18698 2.24374 0.320 -0.205 0.444
H -1.83585 1.00729 4.74092 0.361 0.009 -0.107
C -3.23335 2.20521 -4.49878 0.317 1.119 0.561
Al -0.18225 0.67698 -0.00570 0.482 0.424 1.683
H 0.60526 -2.99112 -0.72438 0.216 -0.049 -0.001
O -2.42667 -1.86569 -0.33457 2.350 2.981 0.270
H 0.20455 -1.26565 -3.12846 0.279 0.118 0.122
C 0.94222 -0.38969 2.55562 -0.187 -0.075 -0.229
C 0.12511 0.07148 4.75113 -0.388 0.089 -0.058
I -2.09345 1.47800 -1.57435 -0.573 1.292 -0.632
C -1.00438 0.63959 4.13796 -0.530 0.118 0.322
H 0.87571 0.38384 -3.18229 0.131 -0.232 0.093
H -3.40668 3.04159 -3.80937 0.164 -0.109 -0.205
C 1.07463 -0.64736 -2.86018 -0.034 0.147 -0.101
H 3.73963 -0.24515 -1.57649 -0.389 0.023 0.419
H -2.23416 2.33832 -4.94359 -0.195 -0.100 0.218
H 2.00774 -2.62346 0.30840 -0.067 -0.029 -0.262
C 1.10775 -0.47569 3.92788 0.557 -0.168 -0.060
C 0.22479 0.05044 6.19829 0.205 -0.033 2.214
H 2.01255 -0.95867 4.32477 -0.582 0.298 -0.111
H 2.24622 -2.98837 -1.44065 -0.317 0.494 0.369
H 3.44566 -0.35658 0.20215 -0.157 0.058 -0.363
N 0.29873 0.04958 7.36818 -0.181 -0.011 -2.898
C -1.69187 -0.98808 -0.20652 -2.295 -3.813 0.336
C 3.04163 0.00678 -0.75599 -0.192 0.267 -0.129
N -0.12523 0.20201 1.97856 -0.143 -0.049 -0.412
C -1.10199 0.70917 2.76176 0.406 -0.147 0.035
Cl 0.59377 2.66854 0.37065 -0.275 -0.803 -0.426
H 1.96715 -1.02098 -3.38662 -0.335 0.077 0.185
H 2.93522 1.09894 -0.68548 0.169 -0.276 -0.084

# 2
16
Properties=species:S:1:pos:R:3:forces:R:3 method="wB97M-V/def2-TZVPD" e_tot_ha=-325.85382 smiles="[H]/N=C/C(C)(C)C=O" lumo_ha=0.0319 orbital_gap_ha=0.3851
H -1.54548 1.07578 -0.70001 0.365 0.132 -0.646
C -0.36758 -1.25190 -0.45638 -0.647 -0.149 -0.808
N -1.13857 -1.85807 0.32025 -1.175 -2.557 0.916
C 1.68928 0.03848 -0.17097 0.622 0.871 0.410
C -0.47447 1.12197 -0.96431 0.032 -2.437 -0.144
H -0.21268 0.81791 -1.99631 -0.626 0.169 0.427
C -0.11780 0.47312 1.46597 -0.370 -0.546 -1.883
H -0.68251 -0.34739 1.80534 -0.771 -0.813 1.093
H 2.35751 0.03758 0.74510 -0.632 -0.310 -0.362
H 0.75882 0.61790 2.02675 1.000 0.347 0.907
H -0.10546 2.08076 -0.82948 0.662 1.974 0.408
H -1.62479 -2.82859 0.14234 1.522 2.678 -0.543
C 0.20374 0.12194 0.02464 -0.208 -0.491 -0.933
H -0.21635 -1.52910 -1.55370 0.302 0.343 1.337
O 2.20213 0.09485 -1.24755 0.487 -0.240 -0.861
H -0.72581 1.33477 1.38832 -0.564 1.029 0.683

# 3
49
Properties=species:S:1:pos:R:3:forces:R:3 method="wB97M-V/def2-TZVPD" total_charge=+3 e_tot_ha=-1852.93312 lumo_ha="-0.4146 / -0.4145" orbital_gap_ha="0.1719 / 0.1547"
H 1.09467 1.45809 -2.19473 0.375 0.411 1.106
C -0.77266 5.13982 -0.48664 0.314 -0.407 -0.478
N -0.19507 -0.31217 2.65201 0.256 1.484 -1.163
C -2.34430 -0.75051 -1.48054 -1.650 4.192 3.412
H -0.62320 6.06579 -1.04091 -0.278 0.306 0.153
C 0.69997 -4.63136 -2.80489 0.126 -0.328 0.031
H 0.88217 5.09275 -3.02435 -0.055 -0.005 -0.075
H -0.73079 -4.84605 -0.12207 -0.015 0.616 -0.133
C 1.70258 -1.89895 3.05713 0.168 0.215 -0.203
H -0.05779 3.56047 -3.20319 0.176 0.303 0.178
C -1.99036 -1.61820 3.16936 0.864 -1.401 0.310
H -0.44323 0.79067 -1.95516 -0.005 0.770 0.512
H 1.88874 -2.89264 2.62758 0.008 0.217 0.158
C 0.27334 -1.53937 2.95294 -0.787 0.033 0.286
H -0.69327 -3.43431 3.63552 -0.342 0.445 -0.147
C 2.02096 4.62090 0.06026 0.507 -0.181 -0.420
H -2.10276 -3.96883 -0.78484 0.361 0.131 -0.145
H 2.31190 -1.14212 2.55827 0.067 -0.144 0.060
C 0.81684 4.03695 -2.73504 0.211 -0.626 0.118
I -0.02223 2.04404 0.31904 0.615 0.348 0.263
H -0.01931 -4.99390 -3.56001 0.167 -0.056 0.532
H -0.74743 5.30663 0.59319 -0.006 0.116 -0.113
H 1.20418 -1.99362 -0.08572 0.228 -0.379 -0.298
H -1.74827 1.70164 2.23850 -0.473 -0.060 0.353
H 1.73221 3.52256 -3.04801 -0.112 0.162 0.090
H 2.01398 -1.93292 4.11440 -0.146 -0.033 -0.265
H 0.76894 0.00872 -1.18921 0.621 0.550 0.583
H 1.60304 -4.33542 -3.34963 -0.131 0.368 0.054
H 2.89624 3.98428 -0.12796 -0.060 0.335 -0.057
H 2.20799 5.66072 -0.23707 0.288 -0.069 0.233
Pb -1.05525 -2.08931 -3.82822 -0.770 0.716 -0.674
H 1.04943 -5.44883 -2.16066 -0.391 0.027 -0.096
C -0.82547 -2.40650 3.28590 -1.779 0.595 0.078
H 2.28675 -3.27752 -0.79572 -0.499 0.186 0.143
H 1.98589 -1.79003 -1.67936 -0.188 -0.287 0.104
C -1.05972 -3.83931 -0.46006 -0.102 -0.844 0.157
H -3.03367 -1.86336 3.39636 0.598 -0.119 -0.087
H -2.84057 1.20558 3.54881 0.144 -0.149 -0.129
C 0.47313 1.04664 -1.38705 -0.862 -2.994 -2.881
C 1.50874 -2.52361 -1.00939 0.350 0.401 0.177
H -1.06999 -3.16870 0.41378 0.207 -0.049 -0.363
C -1.55094 -0.31017 2.75989 1.134 -1.538 0.687
H -1.71600 4.66169 -0.77474 0.165 0.229 -0.040
H -3.19475 0.70449 1.89733 -0.063 0.065 0.036
H 1.77987 4.54189 1.13262 -0.146 0.197 -0.437
C -2.38210 0.88214 2.60435 -0.016 0.666 -0.225
P 0.63926 4.10389 -0.94947 -1.171 0.781 1.519
P 0.03295 -3.24055 -1.80796 0.577 -0.826 0.727
O -2.65464 0.10786 -0.73463 1.519 -4.368 -3.632

# 4
54
Properties=species:S:1:pos:R:3:forces:R:3 method="wB97M-V/def2-TZVPD" e_tot_ha=-1065.08803 smiles=CN(Cc1ccccc1)C[C@H]1CCCN(CCc2ccccc2F)C1 lumo_ha=0.0336 orbital_gap_ha=0.3420
H -3.62875 1.48010 2.09492 0.086 -0.110 0.042
H -0.35201 1.68655 1.85771 0.036 -0.098 0.058
F 4.66743 -1.47272 1.40328 -0.054 0.060 -0.047
H -5.23527 -0.16845 1.89230 -0.035 -0.048 0.064
H -1.82683 -1.49612 0.92935 0.010 0.023 0.041
C -2.99454 -0.45060 -0.57271 0.185 -0.127 -0.070
C -0.05516 3.23968 0.41674 0.110 0.061 0.004
H 1.92202 -0.87219 -1.46075 0.030 -0.070 0.039
H -2.39722 4.35779 -1.73951 -0.039 0.044 -0.060
H -3.08690 -3.24737 -0.28453 -0.086 0.015 -0.059
H 2.57272 -2.14080 -0.40284 0.002 0.036 -0.056
C -0.52308 -0.98103 -0.67024 -0.138 0.030 0.339
H -0.04325 4.74218 -1.10818 0.043 0.059 -0.038
H -2.25673 0.36259 2.03090 -0.033 0.050 -0.001
C 6.00593 0.17893 0.40594 -0.072 -0.151 0.084
H -2.55286 0.34904 -1.17319 -0.016 -0.089 -0.092
H -0.96581 -3.83673 0.83562 0.018 -0.056 0.049
C 2.23509 -0.27421 0.60235 0.061 -0.268 -0.209
C -2.12209 2.03594 0.70709 0.075 0.044 0.046
C 1.85043 -1.32247 -0.45410 -0.023 0.122 0.203
C 0.34053 -3.19428 -0.73416 -0.070 -0.223 0.203
H -0.54173 -0.94359 -1.77748 0.008 0.030 0.015
N -3.73691 0.18392 0.50132 -0.038 0.176 0.111
H 1.15918 -3.82756 -0.38298 0.001 0.033 -0.081
C 3.57974 0.30986 0.29546 0.062 -0.097 0.172
C 4.75118 -0.32190 0.69519 0.022 0.218 -0.121
H -2.21261 -2.84459 -1.76824 -0.069 0.015 -0.078
C -2.14311 -2.86317 -0.67720 0.169 0.006 0.367
C -2.69173 2.80510 -0.30066 0.014 0.005 0.048
H 2.81976 1.99568 -0.76401 -0.128 0.049 -0.025
H 7.07950 1.75802 -0.55220 0.087 0.029 -0.017
H -3.72192 2.62880 -0.57078 -0.119 -0.042 -0.056
H 0.35917 -3.18973 -1.84070 0.038 -0.012 0.020
C 3.71283 1.48465 -0.43417 0.132 -0.056 0.040
H 6.88110 -0.35156 0.74697 0.072 -0.071 0.048
H 1.49207 0.52241 0.61641 -0.012 0.032 0.050
H 5.03488 2.92030 -1.30456 0.007 0.079 -0.049
N 0.52853 -1.86000 -0.19527 0.078 -0.047 -0.123
C -1.88641 -1.44841 -0.16192 -0.169 0.134 -0.338
H -0.33139 0.02991 -0.30732 -0.019 0.018 -0.088
H -4.02881 -1.46801 1.82915 0.018 -0.045 0.028
H -5.20943 -1.27637 0.51440 -0.062 -0.069 0.011
C -0.98971 -3.76677 -0.25314 0.029 -0.002 -0.321
C -1.94651 3.77043 -0.95266 -0.054 0.043 -0.052
H 2.24407 -0.76334 1.57711 -0.081 0.045 -0.007
C -0.80026 2.26778 1.06314 -0.111 -0.003 0.033
C 4.95892 2.00408 -0.73860 0.027 0.134 -0.095
C -2.92943 0.98188 1.41154 -0.186 -0.056 0.032
H -1.12114 -4.77124 -0.65963 0.011 -0.048 0.040
H -3.73115 -0.95937 -1.20071 0.029 0.026 -0.054
C -0.62498 3.98833 -0.59805 0.101 0.064 -0.037
C -4.58605 -0.73594 1.22507 -0.004 0.088 -0.034
H 0.97212 3.41083 0.70689 0.080 0.017 0.023
C 6.10660 1.35378 -0.31836 -0.027 0.004 -0.004

# 5
11
Properties=species:S:1:pos:R:3:forces:R:3 method="wB97M-V/def2-TZVPD" e_tot_ha=-322.54330 smiles="CNC(=O)C=O" lumo_ha=0.0086 orbital_gap_ha=0.3702
O 1.91754 -1.40723 -1.08048 -0.196 -0.031 0.581
H -1.80369 1.21133 -0.83277 0.101 -0.007 0.117
N 0.05223 0.45196 -0.15438 0.095 -0.147 0.017
C 0.04570 -0.81764 0.30313 -0.133 0.132 0.024
H -0.68801 2.39001 -0.09843 -0.084 -0.150 0.011
O -0.85180 -1.37650 0.91011 0.336 0.257 -0.162
H 0.86781 0.72494 -0.68301 -0.180 -0.034 -0.040
C -1.06520 1.36637 -0.03848 -0.092 0.077 0.054
C 1.35144 -1.54921 -0.02283 0.255 0.004 -0.340
H -1.55643 1.22642 0.92665 0.059 -0.034 -0.123
H 1.73040 -2.22045 0.77049 -0.161 -0.067 -0.137

# 6
65
Properties=species:S:1:pos:R:3:forces:R:3 method="wB97M-V/def2-TZVPD" total_charge=-1 e_tot_ha=-1833.92055 lumo_ha=0.0656 orbital_gap_ha=0.1103
H 3.88065 2.66027 0.26686 -1.355 -1.152 1.933
O -4.70562 -1.63408 0.89160 0.022 -0.702 1.101
C -1.40690 -3.21078 0.77856 -0.326 1.157 0.952
O -1.56220 -5.48043 0.61067 0.871 -0.140 -0.615
O 2.27646 1.31516 0.68347 -1.335 -1.527 3.390
C -2.00550 -4.41815 1.43579 -0.830 0.000 0.418
O 0.45937 0.46270 2.13082 7.989 -0.107 -2.981
C -1.10326 -2.08404 1.74671 0.129 0.508 -0.327
H 10.36410 -0.63364 -3.59428 -0.006 0.161 0.038
H 9.70040 1.00575 -3.66333 -0.068 -0.087 0.097
H 2.46138 -0.43223 2.16888 -1.082 2.074 -1.306
C -5.02646 -2.32756 2.02213 1.606 -0.498 1.801
C 1.74994 0.40660 1.71339 -4.886 1.101 1.325
H -5.75655 -2.50744 -0.63208 -0.034 -0.022 0.141
H -7.80238 -2.42311 0.58503 0.133 -0.005 0.195
H 5.31691 -0.49584 2.05343 0.094 1.301 -1.336
C -5.85133 -1.65802 0.05444 -0.412 0.782 -1.068
O -5.69305 2.74350 -1.14329 -1.270 0.379 -0.048
C -5.96943 -0.36190 -0.72350 0.459 0.079 -0.313
C -0.39482 -5.06200 0.03753 1.694 -1.189 -1.164
H -5.18734 5.45888 -0.72268 0.115 -0.160 -0.029
H -2.84462 2.64824 -1.43875 -0.023 0.197 0.114
C -6.90590 3.36233 -1.23262 -2.166 -1.020 0.654
C 4.41095 1.56371 2.19541 0.930 0.146 -0.794
O -7.96792 2.85004 -0.91589 2.351 1.071 -0.748
C -5.39694 4.94314 -1.66622 0.311 0.782 -0.297
H 7.04941 1.05069 -2.50778 -0.022 -0.026 0.212
H -5.33768 -0.40381 -1.61776 -0.119 0.053 0.121
H -1.63963 -4.59153 2.45376 0.014 0.203 -0.071
H 5.15131 2.44590 2.51008 -1.862 -1.424 -0.518
H -1.90928 -1.94539 2.47366 0.079 -0.130 -0.194
H -5.12165 5.59755 -2.49766 -0.193 -0.073 0.118
O 9.06290 -0.99286 -1.06688 -0.154 -0.046 0.251
H -7.35036 -0.94645 1.47343 0.120 0.036 -0.163
H 4.82146 0.22516 0.34465 0.701 0.278 1.974
H -2.04144 -2.85000 -0.03937 -0.001 -0.123 0.023
H 3.98938 1.13622 3.20778 0.276 0.922 -1.757
O 8.00331 -1.25662 0.94454 0.596 0.963 -2.919
H -3.52810 3.36972 0.00934 -0.105 0.216 -0.201
O -6.77834 4.63455 -1.71380 -0.438 -0.923 0.330
H 8.14428 -1.02894 -2.89544 -0.053 0.079 0.066
C -6.96908 -1.87301 1.03037 -0.876 -0.054 -0.162
H -0.97989 -1.14332 1.19860 0.031 -0.213 0.247
H 8.35423 1.67940 -1.47035 0.143 -0.064 -0.098
H -2.80110 4.40730 -1.24728 -0.136 -0.091 -0.027
O -4.23146 -2.62318 2.90031 -1.849 0.565 -1.960
O -0.20792 -3.72237 0.21752 0.054 -1.447 -0.432
C -4.74844 3.59548 -1.77246 1.410 0.160 0.097
C 5.34628 0.47267 1.38440 -2.416 -0.192 0.954
O 7.20859 0.20879 -0.62302 1.063 -0.844 -0.199
O -6.35587 -2.64100 2.05014 1.009 0.022 0.237
H 2.85308 3.19100 1.75550 0.040 -1.907 -1.065
C 8.08374 -0.72943 -0.15375 -1.193 -0.760 3.221
H -6.99776 -0.17554 -1.04779 0.102 -0.039 0.104
C -3.40701 3.51347 -1.07039 0.296 -0.575 -0.032
H -0.16298 -2.25838 2.28209 -0.241 -0.121 -0.108
C 7.81051 0.77742 -1.77199 -0.585 0.319 -0.105
O 0.38356 -5.79516 -0.55173 -1.745 1.507 1.202
C 9.93341 0.17386 -2.99175 0.437 -0.448 -0.235
H -4.65049 3.28487 -2.81924 -0.107 0.073 0.063
H -3.09788 -4.37659 1.45307 0.251 -0.166 -0.006
H -5.61850 0.49264 -0.13380 -0.270 -0.293 0.023
C 8.69955 -0.32465 -2.26500 0.689 0.342 -0.739
H 10.71311 0.48778 -2.28843 -0.317 0.081 -0.008
C 3.28682 2.24267 1.21433 2.460 1.009 0.622